C4H14SSi2 | ωB97M-V/def2-TZVPD

```
21
C4H14SSi2 (ωB97M-V/def2-TZVPD)
C -2.586 1.153 -0.791
C -2.214 -0.509 1.879
C -0.675 -1.700 -0.467
C 3.603 0.194 -1.240
Si 2.918 1.454 1.472
Si -1.317 0.057 0.202
S 2.995 -0.373 0.330
H -2.075 1.870 -1.348
H -3.274 0.447 -1.337
H -3.230 1.747 -0.186
H -3.183 -0.946 1.591
H -1.723 -1.427 2.427
H -2.256 0.256 2.632
H 0.247 -1.538 -1.017
H -0.808 -2.310 0.459
H -1.221 -2.333 -1.155
H 3.125 -0.279 -2.170
H 4.670 0.224 -1.233
H 3.278 1.350 -1.330
H 3.820 2.007 0.445
H -0.094 0.656 0.837
```

Calculated values
Max |F|: 4.1 eV/Å
Relative energy (zero: lowest compared OMol25 entry of this formula, charge and spin): 110.6 kJ/mol
HOMO level (spin up / spin down): -6.595 / -9.170 eV
E: -1137.798648 a.u.
LUMO (spin up / spin down): 0.8 / -2.6 eV
Multiplicity: 3

C4H14Si3 | ωB97M-V/def2-TZVPD

```
21
C4H14Si3 (ωB97M-V/def2-TZVPD)
C 0.686 -1.409 2.700
C 1.647 -1.680 -0.308
C -1.322 2.330 1.364
C 0.161 1.980 -1.168
Si -2.411 -2.191 -4.048
Si 0.374 -0.878 0.853
Si 0.172 1.328 0.660
H 1.603 -1.068 3.231
H -0.077 -0.866 3.242
H 0.430 -2.382 2.947
H 2.421 -2.174 0.171
H 1.171 -2.600 -0.958
H 1.940 -0.783 -0.994
H -2.180 1.649 1.541
H -1.032 2.808 2.356
H -1.616 3.118 0.645
H -0.167 2.991 -1.373
H 1.225 2.305 -1.492
H -0.156 1.262 -1.926
H -1.748 -0.938 -3.654
H -1.124 -2.803 -3.789
```

Calculated values
Max |F|: 4.3 eV/Å
Relative energy (zero: lowest compared OMol25 entry of this formula, charge and spin): 137.1 kJ/mol
HOMO level: -7.192 eV
E: -1029.075353 a.u.
LUMO: -1.0 eV

C4H15N2O | ωB97M-V/def2-TZVPD

```
22
C4H15N2O (ωB97M-V/def2-TZVPD)
C -0.931 -0.741 -1.536
N -0.527 0.708 -1.738
C -1.136 1.920 -1.101
C -0.335 -1.562 -0.369
N 0.578 -0.557 0.403
C 2.051 -0.952 0.478
H -0.474 -1.178 -2.443
H -2.029 -0.803 -1.570
H -0.461 0.927 -2.753
H -0.402 2.673 -0.805
H -1.710 1.662 -0.146
H -2.035 2.371 -1.736
H 0.247 -2.512 -0.566
H -1.063 -1.905 0.465
H 0.315 0.319 -0.147
H 0.531 -0.220 1.344
H 2.333 -1.107 -0.560
H 2.139 -1.888 1.188
H 2.515 0.014 1.036
H -0.310 1.595 3.327
H 0.669 0.274 3.630
O 0.186 0.841 3.030
```

Calculated values
Max |F|: 4.0 eV/Å
Relative energy (zero: lowest compared OMol25 entry of this formula, charge and spin): 301.0 kJ/mol
HOMO level: -13.169 eV
E: -345.831044 a.u.
Total charge: +1
LUMO: -2.9 eV

C4H15N2O | ωB97M-V/def2-TZVPD

```
22
C4H15N2O (ωB97M-V/def2-TZVPD)
C 1.560 2.136 0.931
C 0.725 0.973 0.451
C 0.979 0.575 -0.963
C 0.360 -0.766 -1.428
N -1.191 -0.892 -0.924
N -0.764 1.465 0.571
H 2.627 2.052 0.776
H 1.200 2.558 1.940
H 1.325 3.099 0.484
H 0.765 0.189 1.193
H 2.021 0.350 -1.046
H 0.726 1.446 -1.654
H 0.402 -0.944 -2.508
H 0.778 -1.697 -1.003
H -1.880 -0.691 -1.709
H -1.061 0.037 -0.403
H -1.554 -1.771 -0.359
H -0.963 2.433 0.022
H -0.782 1.689 1.530
H -0.444 -3.657 1.229
H -1.912 -3.062 1.773
O -1.163 -2.944 1.031
```

Calculated values
Max |F|: 3.6 eV/Å
Relative energy (zero: lowest compared OMol25 entry of this formula, charge and spin): 204.7 kJ/mol
HOMO level: -13.822 eV
E: -345.867732 a.u.
Total charge: +1
LUMO: -2.9 eV

C4H15N2O | ωB97M-V/def2-TZVPD

```
22
C4H15N2O (ωB97M-V/def2-TZVPD)
C 0.645 -0.622 -0.387
N 1.813 0.092 -0.952
C 0.018 0.256 0.721
N 0.134 1.680 0.248
C -1.866 0.373 2.429
C -1.404 -0.138 1.075
H -0.126 -0.712 -1.147
H 0.884 -1.579 0.050
H 1.676 0.057 -1.966
H 2.633 -0.501 -0.893
H 0.611 0.205 1.618
H -0.645 2.028 -0.300
H 1.022 1.636 -0.318
H 0.354 2.309 1.014
H -2.022 -0.367 3.220
H -1.151 1.020 2.940
H -2.766 0.985 2.413
H -2.103 0.131 0.286
H -1.378 -1.220 1.131
H 1.389 -2.589 -3.477
H 1.302 -1.330 -4.269
O 0.979 -1.715 -3.436
```

Calculated values
Max |F|: 1.6 eV/Å
Relative energy (zero: lowest compared OMol25 entry of this formula, charge and spin): 72.5 kJ/mol
HOMO level: -14.504 eV
E: -345.918077 a.u.
Total charge: +1
LUMO: -3.0 eV

C4H15N2O | ωB97M-V/def2-TZVPD

```
22
C4H15N2O (ωB97M-V/def2-TZVPD)
N -1.948 -0.838 0.860
C -1.361 -2.157 0.627
O -2.220 -3.133 1.164
H -2.698 -0.672 0.189
H -2.401 -0.868 1.771
H -1.248 -2.309 -0.448
H -0.389 -2.208 1.105
H -1.714 -3.908 1.430
C 1.364 2.203 -1.411
C 0.830 0.931 -0.791
C 1.906 0.081 -0.155
N -0.183 1.281 0.270
H 0.597 2.757 -1.939
H 1.811 2.833 -0.642
H 2.147 1.953 -2.124
H 0.282 0.332 -1.517
H 2.494 0.653 0.559
H 2.603 -0.273 -0.913
H 1.485 -0.782 0.356
H -0.835 2.006 -0.050
H -0.803 0.442 0.566
H 0.282 1.677 1.094
```

Calculated values
Max |F|: 0.5 eV/Å
Relative energy (zero: lowest compared OMol25 entry of this formula, charge and spin): 49.0 kJ/mol
HOMO level: -14.053 eV
E: -345.927054 a.u.
Total charge: +1
LUMO: -3.0 eV

C4H15N2O | ωB97M-V/def2-TZVPD

```
22
C4H15N2O (ωB97M-V/def2-TZVPD)
C -1.937 -1.845 -1.305
C -1.196 -0.985 -0.273
C 0.226 -1.557 0.082
C 1.272 -0.461 0.270
N 0.808 0.812 0.939
N -1.142 0.414 -0.836
H -1.795 -2.863 -0.880
H -3.017 -1.722 -1.441
H -1.496 -1.689 -2.299
H -1.887 -0.958 0.606
H 0.005 -2.059 1.101
H 0.505 -2.200 -0.757
H 1.793 -0.228 -0.664
H 2.069 -0.708 1.001
H 0.178 0.716 1.731
H 1.498 1.558 1.143
H 0.025 1.156 0.286
H -0.742 0.413 -1.770
H -2.104 0.755 -0.816
H 1.741 4.317 1.448
H 3.067 3.685 1.144
O 2.129 3.447 1.290
```

Calculated values
Max |F|: 2.8 eV/Å
Relative energy (zero: lowest compared OMol25 entry of this formula, charge and spin): 100.3 kJ/mol
HOMO level: -13.647 eV
E: -345.907508 a.u.
Total charge: +1
LUMO: -2.8 eV

C4H15N2O | ωB97M-V/def2-TZVPD

```
22
C4H15N2O (ωB97M-V/def2-TZVPD)
C -2.032 -1.109 -0.435
C -0.883 -0.481 -1.200
C -0.351 0.769 -0.517
C 0.938 1.763 1.309
N 0.469 0.460 0.711
N -1.388 -1.810 0.735
H -2.781 -0.338 -0.284
H -2.460 -1.919 -1.032
H -1.116 -0.169 -2.220
H -0.106 -1.246 -1.334
H 0.335 1.287 -1.176
H -1.271 1.313 -0.289
H 0.018 2.314 1.492
H 1.535 1.617 2.200
H 1.550 2.238 0.555
H 1.359 0.066 0.359
H -0.115 -0.183 1.253
H -1.283 -2.770 0.445
H -2.037 -1.911 1.509
H 3.839 0.443 -0.565
H 2.875 -0.644 -0.774
O 2.906 0.309 -0.742
```

Calculated values
Max |F|: 1.8 eV/Å
Relative energy (zero: lowest compared OMol25 entry of this formula, charge and spin): 87.1 kJ/mol
HOMO level: -13.865 eV
E: -345.912548 a.u.
Total charge: +1
LUMO: -2.8 eV

C4H15N2O | ωB97M-V/def2-TZVPD

```
22
C4H15N2O (ωB97M-V/def2-TZVPD)
C -0.141 1.306 -0.809
C -0.788 -0.044 -0.476
C 0.104 -1.105 0.173
C 1.296 -1.556 -0.699
N 0.883 -2.295 -1.864
N 0.088 2.119 0.468
H 0.831 1.230 -1.277
H -0.848 1.827 -1.451
H -1.215 -0.473 -1.397
H -1.719 0.187 0.052
H 0.496 -0.727 1.113
H -0.467 -2.009 0.411
H 2.015 -2.181 -0.138
H 1.843 -0.666 -1.028
H 0.334 -3.160 -1.749
H 1.666 -2.497 -2.500
H 0.991 1.811 0.819
H -0.660 1.896 1.153
H 0.073 3.129 0.319
H -2.039 0.413 2.870
H -1.144 1.566 3.396
O -1.598 1.228 2.616
```

Calculated values
Max |F|: 2.8 eV/Å
Relative energy (zero: lowest compared OMol25 entry of this formula, charge and spin): 20.9 kJ/mol
HOMO level (spin up / spin down): -19.081 / -19.081 eV
E: -345.468911 a.u.
Total charge: +2
LUMO (spin up / spin down): -6.6 / -12.1 eV
Multiplicity: 2

C4H15N2O2 | ωB97M-V/def2-TZVPD

```
23
C4H15N2O2 (ωB97M-V/def2-TZVPD)
C 2.246 0.019 1.718
C 1.882 1.066 0.691
C 0.685 0.774 -0.183
C 0.447 1.608 -1.219
N -0.632 1.417 -2.086
N -0.020 -0.485 -0.061
H 2.718 -0.910 1.405
H 1.476 -0.353 2.400
H 2.803 0.612 2.463
H 1.891 2.095 1.052
H 2.811 1.165 0.087
H 1.050 2.504 -1.352
H -1.442 0.987 -1.671
H -0.812 2.189 -2.709
H -1.021 -0.310 -0.199
H 0.324 -1.180 -0.724
H -0.041 -0.885 0.878
H -0.918 -3.009 1.530
H -2.399 -2.537 1.021
O -1.445 -2.374 1.026
H -3.723 -0.754 -0.776
H -3.019 -0.958 -2.099
O -2.861 -0.683 -1.193
```

Calculated values
Max |F|: 2.8 eV/Å
Relative energy (zero: lowest compared OMol25 entry of this formula, charge and spin): 150.9 kJ/mol
HOMO level: -12.026 eV
E: -421.135969 a.u.
Total charge: +1
LUMO: -3.0 eV